Entry 1:
DFT (wB97M-V/def2-TZVPD) results for a structure of composition C6H8Li2O6 at a distorted geometry.

The geometry in XYZ format:
```
22
Properties=species:S:1:pos:R:3
Li -1.27622 0.72666 -0.96943
O -0.08359 -0.81435 0.05281
O 1.81417 -0.48286 -1.03073
C 2.19082 -0.08697 -2.33093
C 0.84694 0.02155 -3.09002
O -0.11641 -0.31262 -2.11665
C 0.54923 -1.22212 -1.15596
H 2.72493 0.86886 -2.26984
H 2.84785 -0.84255 -2.79102
H 0.80629 -0.68811 -3.93154
H 0.64204 1.03337 -3.46068
Li 1.48047 0.49257 0.80204
O -1.19045 1.99898 0.50759
O -1.73120 0.25400 1.78487
C -1.16812 -1.00930 2.12593
C -0.78354 -1.74994 0.85289
O 0.24689 1.30919 2.03326
C -0.85727 1.25127 1.45338
H -0.28255 -0.87217 2.76132
H -1.92652 -1.57078 2.68293
H -0.14175 -2.61139 1.09066
H -1.67724 -2.10889 0.32072
```

Summary:
- LUMO level: 0.087 eV
- E_tot: -699.99431 hartree
- Total charge: 0
- Molar mass: 190.0 g mol⁻¹
- Relative energy (zero: lowest compared OMol25 entry of this formula, charge and spin): 0.000 eV
- 2S+1: 1

***

Entry 2:
DFT (wB97M-V/def2-TZVPD) results for the ion C6H8N with charge +1 at a distorted geometry.

The geometry in XYZ format:
```
15
Properties=species:S:1:pos:R:3
C -4.44820 -0.02920 1.72755
C -3.38823 -0.21797 1.19908
C -2.20038 -0.20868 0.62528
C -1.05881 -0.41498 0.20493
C 0.51341 1.25464 -0.47655
C 1.15056 -1.05853 -0.03338
N 0.03502 -0.14903 -0.55057
H -5.22790 -0.00995 2.48528
H 0.94831 1.60843 -1.47342
H -0.53711 1.73744 -0.30591
H 1.19602 1.43931 0.29334
H 0.75315 -1.99586 0.26528
H 1.93486 -1.14987 -0.81800
H 1.54149 -0.62465 0.82172
H -0.14335 -0.52879 -1.53061
```

Summary:
- LUMO level: -4.118 eV
- E_tot: -287.72594 hartree
- Structure (SMILES): C#CC#C[NH+](C)C
- Total charge: +1
- Molar mass: 94.1 g mol⁻¹
- Relative energy (zero: lowest compared OMol25 entry of this formula, charge and spin): 6.267 eV
- 2S+1: 1

***

Entry 3:
DFT (wB97M-V/def2-TZVPD) results for the ion C6H8N with charge +1 at a distorted geometry.

The geometry in XYZ format:
```
15
Properties=species:S:1:pos:R:3
C 1.09465 1.02474 -0.63782
C -0.34366 1.61144 -0.13729
C -0.23004 -1.18632 -0.16475
C 0.88360 0.92750 0.71665
C 1.08178 -0.34274 -0.05100
C -1.73084 1.07507 -0.08118
N -1.54096 -0.43354 0.05589
H 1.54691 1.66424 -1.32744
H -0.17022 2.72999 -0.03528
H -0.44877 -1.60689 -1.06642
H -0.00932 -2.01978 0.52793
H 1.11538 1.32569 1.68412
H 2.06528 -0.78807 -0.06071
H -2.43326 -0.76492 -0.26890
H -1.83940 -0.62484 1.08748
```

Summary:
- LUMO level: -5.137 eV
- E_tot: -287.67850 hartree
- Total charge: +1
- Molar mass: 94.1 g mol⁻¹
- Relative energy (zero: lowest compared OMol25 entry of this formula, charge and spin): 7.558 eV
- 2S+1: 1

***

Entry 4:
DFT (wB97M-V/def2-TZVPD) results for a cluster of 2 separate species, C6H8N in total at a distorted geometry.

The geometry in XYZ format:
```
15
Properties=species:S:1:pos:R:3
C 2.35544 1.61062 0.58431
C 2.06218 0.64464 -0.05465
C -2.01450 0.66313 -0.22932
C -3.41130 0.78779 0.06586
C 1.77785 -1.66574 0.12506
C 1.69102 -0.52579 -0.67985
N -0.88530 0.33757 -0.27248
H 2.77797 2.49408 0.86865
H -3.45505 1.04243 1.07621
H -3.85554 1.54825 -0.72905
H -3.81675 -0.29200 0.01400
H 0.88660 -2.27245 0.03747
H 1.92403 -1.36855 1.12527
H 2.63635 -2.49473 -0.14466
H 1.32700 -0.50928 -1.78684
```

Summary:
- LUMO level: -6.830 eV
- E_tot: -287.74451 hartree
- Total charge: +1
- Molar mass: 94.1 g mol⁻¹
- Relative energy (zero: lowest compared OMol25 entry of this formula, charge and spin): 5.761 eV
- 2S+1: 1

***

Entry 5:
DFT (wB97M-V/def2-TZVPD) results for a structure of composition C6H8N at a distorted geometry.

The geometry in XYZ format:
```
15
Properties=species:S:1:pos:R:3
C -2.33798 1.08900 -0.12034
C 0.44161 1.02210 -0.27162
C 1.72109 -0.49297 0.02470
C 1.86663 1.04796 0.13040
C -0.96530 -0.98835 -0.13411
C -2.24202 -0.13678 0.22600
N 0.26498 -0.28575 -0.22855
H -2.51843 2.10255 -0.21947
H 2.05560 -0.96740 -0.93955
H 2.18491 -1.10736 0.81387
H 2.13114 1.49877 1.10704
H 2.58039 1.52059 -0.55751
H -0.89940 -1.65970 0.76858
H -1.36967 -1.65888 -0.99549
H -2.91353 -0.98378 0.39604
```

Summary:
- LUMO level (alpha / beta): -5.429 / -6.231 eV
- E_tot: -287.66885 hartree
- Total charge: +1
- Molar mass: 94.1 g mol⁻¹
- Relative energy (zero: lowest compared OMol25 entry of this formula, charge and spin): 7.820 eV
- 2S+1: 1

***

Entry 6:
DFT (wB97M-V/def2-TZVPD) results for a structure of composition C6H8N at a distorted geometry.

The geometry in XYZ format:
```
15
Properties=species:S:1:pos:R:3
C -1.55803 -0.17753 -0.70047
C -1.01323 1.11275 -0.50376
C -0.15489 -0.67742 1.26523
C -0.36667 -1.34642 -0.03371
C 0.13226 0.23795 0.17032
C 1.51921 0.51428 -0.31840
N -1.79329 -1.31322 -0.46724
H -0.49502 1.69663 -1.29153
H -1.71277 1.69210 0.02128
H -1.05712 -0.54624 1.95823
H 0.81745 -0.89938 1.93377
H 0.25158 -1.96732 -0.62448
H 2.31939 0.12578 0.26825
H 1.67013 1.58116 -0.42699
H 1.44100 -0.03312 -1.25050
```

Summary:
- LUMO level: -4.265 eV
- E_tot: -287.74520 hartree
- Total charge: +1
- Molar mass: 94.1 g mol⁻¹
- Relative energy (zero: lowest compared OMol25 entry of this formula, charge and spin): 5.743 eV
- 2S+1: 1

***

Entry 7:
DFT (wB97M-V/def2-TZVPD) results for the molecule C6H8N2 at a distorted geometry.

The geometry in XYZ format:
```
16
Properties=species:S:1:pos:R:3
C 0.26071 -0.35817 -1.08442
N 0.87803 -0.82609 -2.30849
C 0.14554 -1.43905 -0.06646
C -0.44776 -0.21766 1.85575
C -0.94651 0.98928 1.29284
N -0.10738 -1.32406 1.20064
C 0.85573 0.89766 -0.53573
C 0.48400 1.51212 0.52712
H -0.78591 -0.01046 -1.23349
H 1.14025 -0.03713 -2.89627
H 0.26485 -1.45236 -2.82892
H 0.43221 -2.43307 -0.39348
H -0.20200 -0.23705 2.90972
H -1.26648 1.73579 2.01282
H -1.65227 0.89210 0.47146
H 0.94700 2.30817 1.07692
```

Summary:
- LUMO level (alpha / beta): -0.344 / -0.595 eV
- E_tot: -342.76443 hartree
- Total charge: 0
- Molar mass: 108.1 g mol⁻¹
- Relative energy (zero: lowest compared OMol25 entry of this formula, charge and spin): 4.612 eV
- 2S+1: 1

***

Entry 8:
DFT (wB97M-V/def2-TZVPD) results for the molecule C6H8N2 at a distorted geometry.

The geometry in XYZ format:
```
16
Properties=species:S:1:pos:R:3
C -1.91014 -0.13405 0.45831
C -1.14433 -0.65171 -0.69258
C 0.23217 -1.08103 -0.21699
C -0.00995 1.40507 -0.44754
C 0.72976 0.84014 0.45342
C 2.11849 0.17706 0.08649
H -1.43070 -0.21808 1.52765
H -2.95402 -0.25509 0.55838
H -1.74540 -1.22072 -1.41525
H 0.21025 -1.33197 0.82769
H 0.14600 2.06375 -1.35647
H 0.52601 0.08430 1.33255
H 2.52789 -0.64467 0.74231
H 2.71121 0.81421 -0.55715
N 1.30383 -0.69850 -0.76123
N -1.31105 0.85129 -0.53957
```

Summary:
- LUMO level: 0.518 eV
- E_tot: -342.63278 hartree
- Structure (SMILES): C1=CN2C[C@@H]2C=NC1
- Total charge: 0
- Molar mass: 108.1 g mol⁻¹
- Relative energy (zero: lowest compared OMol25 entry of this formula, charge and spin): 8.195 eV
- 2S+1: 1

***

Entry 9:
DFT (wB97M-V/def2-TZVPD) results for the molecule C6H8N2 at a distorted geometry.

The geometry in XYZ format:
```
16
Properties=species:S:1:pos:R:3
C -2.12260 -1.10305 0.16710
C -0.07831 0.36952 -0.30400
C 0.64450 1.62565 -0.12161
C 1.91096 1.82344 0.11796
C 0.47558 -0.89060 -0.26255
C 1.96137 -1.50840 -0.06365
H -1.86632 -2.08800 -0.24334
H -3.27729 -1.00459 0.19214
H -1.93573 -1.28733 1.37297
H -2.25494 1.00441 -0.10887
H 0.25936 2.71656 -0.27214
H 2.58401 1.03919 0.77327
H 2.42402 2.75515 -0.10465
H -0.33727 -1.82064 -0.56254
N -1.40961 0.24837 -0.42640
N 3.02228 -1.87969 -0.15368
```

Summary:
- LUMO level: 0.190 eV
- E_tot: -342.72365 hartree
- Structure (SMILES): C=C/C(=C\C#N)NC
- Total charge: 0
- Molar mass: 108.1 g mol⁻¹
- Relative energy (zero: lowest compared OMol25 entry of this formula, charge and spin): 5.722 eV
- 2S+1: 1

***

Entry 10:
DFT (wB97M-V/def2-TZVPD) results for a cluster of 2 separate species, C6H8N2 in total at a distorted geometry.

The geometry in XYZ format:
```
16
Properties=species:S:1:pos:R:3
C 2.25862 -0.73976 -1.39808
C 0.88945 -0.28786 -1.12690
C -0.23446 -0.04338 -1.57283
C 0.95990 0.35886 0.94706
N 2.03378 0.76609 1.17239
H 2.50338 -1.56932 -0.74057
H 2.94485 0.07353 -1.15394
H 2.37448 -1.06570 -2.43188
H -1.21132 0.87092 -0.24452
H -1.16055 -0.18762 -2.06740
C -2.71822 0.41097 1.18741
N -0.32147 0.20169 1.48294
C -1.45257 0.59796 0.83429
H -0.35543 0.00710 2.47028
H -3.52163 0.75688 0.56138
H -2.98879 -0.15036 2.08036
```

Summary:
- LUMO level: 0.081 eV
- E_tot: -342.75513 hartree
- Structure (SMILES): C=CNC#N.C#CC
- Total charge: 0
- Molar mass: 108.1 g mol⁻¹
- Relative energy (zero: lowest compared OMol25 entry of this formula, charge and spin): 4.865 eV
- 2S+1: 1